[1]
The following is a DFT calculation (the ωB97M-V functional and the def2-TZVPD basis) of C23H41NO2P2Rh as an isolated structure at a distorted geometry.

## Properties
- <S²> = 6.011
- HOMO-LUMO gap (spin up / spin down) (eV) = 6.5 / 6.3
- highest occupied orbital energy (spin up / spin down) (Eh) = -0.32703 / -0.36696
- net charge = +1
- 2S+1 = 5

Last column: natural (NBO) charge in e.
CARTESIAN COORDINATES (ANGSTROEM)
Rh  2.73340  -1.72533  0.47341  0.876
C  3.64825  -1.79335  -1.34962  -0.121
C  3.74732  -0.49199  -0.75417  -0.047
C  4.71050  -2.01796  0.70323  -0.099
C  4.25773  -2.72853  -0.45707  -0.056
C  4.40071  -0.62878  0.51654  -0.106
C  2.97828  -2.14585  -2.64143  -0.630
H  2.33226  -1.32692  -2.95482  0.219
H  2.40676  -3.07421  -2.54907  0.236
H  3.71227  -2.29223  -3.43655  0.230
C  4.33262  -4.20638  -0.68668  -0.646
H  4.32121  -4.41020  -1.75847  0.228
H  3.47356  -4.69759  -0.22304  0.256
H  5.22752  -4.62279  -0.22760  0.232
C  5.29868  -2.64568  1.92616  -0.631
H  6.14593  -3.27818  1.65799  0.232
H  4.54089  -3.26602  2.41305  0.238
H  5.62227  -1.88176  2.63093  0.226
C  4.64837  0.46104  1.50695  -0.631
H  5.70468  0.50840  1.76776  0.232
H  4.07608  0.26992  2.41669  0.227
H  4.34005  1.40863  1.07626  0.222
C  3.22484  0.78374  -1.32139  -0.648
H  4.00781  1.54095  -1.34285  0.233
H  2.39778  1.17176  -0.71761  0.215
H  2.89649  0.61760  -2.34459  0.231
C  -1.96036  -1.59762  -1.24577  -0.188
C  -1.36224  -1.05049  -2.31435  -0.177
C  -0.59490  0.23893  -2.30944  -0.436
C  -1.39990  1.30023  -1.53401  -0.576
C  -0.83726  1.69712  -0.26487  -0.054
C  -1.28970  1.19297  1.02321  -0.634
C  -1.65136  -0.33136  1.08235  -0.409
C  -2.52244  -1.04827  0.03703  -0.458
H  -0.46983  0.57181  -3.34913  0.217
H  -2.47628  0.90492  -1.43163  0.243
H  0.41353  0.14188  -1.86248  0.219
H  -3.51569  -0.54404  -0.13359  0.213
H  -2.20653  -2.67443  -1.31260  0.218
H  -1.13994  -1.66907  -3.19097  0.212
H  -2.81709  -1.95947  0.60142  0.238
H  -0.69793  -0.84906  1.15378  0.292
H  -0.41242  1.26904  1.69331  0.261
H  -2.14790  -0.51054  2.05186  0.199
H  -1.49961  2.18511  -2.18775  0.220
H  -0.13920  2.54469  -0.23724  0.187
P  -3.98939  1.45753  -0.56826  0.888
C  -5.52357  0.55906  -0.92028  -0.944
C  -4.15894  3.04042  -1.42280  -0.958
P  -2.43454  2.29653  1.84621  1.619
C  -4.06361  1.76919  1.22631  -1.085
C  -2.27822  4.02277  1.36198  -0.984
C  -2.67437  2.38452  3.62120  -0.971
H  -5.74835  -0.16751  -0.12905  0.248
H  -5.41864  0.01957  -1.86859  0.258
H  -6.34728  1.27708  -1.00071  0.230
H  -5.20677  3.35667  -1.33820  0.235
H  -3.90550  2.89104  -2.48059  0.260
H  -3.48651  3.80580  -1.01911  0.235
H  -3.65546  2.86828  3.76452  0.274
H  -1.89373  3.01815  4.06551  0.265
H  -2.69069  1.39662  4.09965  0.277
H  -4.39924  0.87822  1.78173  0.287
H  -4.77653  2.58401  1.42002  0.255
H  -1.66596  4.51821  2.12963  0.265
H  -3.28562  4.46619  1.37112  0.270
H  -1.80933  4.17402  0.38224  0.276
O  1.69371  -4.11832  1.19144  -0.433
N  0.60652  -3.54632  1.15030  0.354
O  0.65280  -2.29239  0.74260  -0.623



[2]
The following is a DFT calculation (the ωB97M-V functional and the def2-TZVPD basis) of C23H42AgNO16PbS as an isolated structure at a distorted geometry.

## Properties
- <S²> = 0.758
- HOMO-LUMO gap (spin up / spin down) (eV) = 4.5 / 3.7
- highest occupied orbital energy (spin up / spin down) (Eh) = -0.10219 / -0.10161
- net charge = -1
- 2S+1 = 2

Last column: Mulliken charge in e.
CARTESIAN COORDINATES (ANGSTROEM)
Pb  3.83231  11.47802  17.21104  1.338
Ag  7.56830  13.67025  17.44702  0.389
C  7.11280  10.53664  18.00249  -0.501
O  6.37773  11.76342  17.82033  0.230
H  7.81548  10.35024  17.19034  0.159
H  7.86805  10.68547  18.77421  -0.112
H  6.51015  9.63904  18.14113  0.305
C  9.86364  12.17666  15.13423  -0.110
O  8.95392  13.11313  15.62869  -0.755
H  10.15234  11.54861  15.97703  -0.249
H  9.36119  11.70390  14.29034  -0.078
H  10.79225  12.67458  14.85519  0.292
C  2.09255  13.37021  21.68587  -1.552
C  2.45597  12.37164  20.47038  1.874
C  1.35421  11.20888  20.54782  -1.398
C  -0.11188  11.63084  20.34793  -0.659
C  -0.19586  12.23159  18.98304  -1.432
C  0.83262  13.26173  18.67462  1.740
N  2.25263  12.90317  19.08351  0.793
O  3.29075  13.73063  18.73391  -0.386
C  0.42418  14.57940  19.24032  -2.016
C  0.81992  13.43000  17.16652  -1.900
C  3.80731  11.71758  20.66639  -1.905
H  1.06603  13.24183  22.02917  0.270
H  2.23433  14.42621  21.45597  0.352
H  2.65523  13.13036  22.58807  0.395
H  1.46175  10.70993  21.51093  0.414
H  1.72638  10.50703  19.80150  0.436
H  -0.60655  12.27479  21.07506  0.359
H  -0.76438  10.76370  20.24585  0.374
H  -1.18664  12.68572  18.99751  0.328
H  -0.17458  11.33172  18.36832  0.457
H  -0.40108  14.95170  18.63332  0.493
H  1.24160  15.29815  19.18263  0.396
H  0.08154  14.61535  20.27444  0.354
H  1.15811  12.62819  16.51014  0.393
H  1.33502  14.35069  16.89248  0.397
H  -0.15654  13.63489  16.72760  0.450
H  4.55501  12.48339  20.87270  0.392
H  4.28233  11.22458  19.81821  -0.112
H  3.81682  11.00234  21.48885  0.457
S  4.69951  14.64095  15.59499  1.060
O  5.53198  14.85052  14.41088  -0.686
O  4.03583  15.78582  16.17150  -0.701
O  3.88832  13.42473  15.57411  -0.662
O  5.62009  14.24270  16.66039  -0.478
C  13.79323  11.96994  18.20263  -1.335
C  12.34044  11.43478  18.26344  0.461
C  11.88092  10.53740  19.40460  -0.414
O  10.62877  11.15067  19.78172  -0.278
C  10.37958  12.22878  19.08201  0.574
O  9.33193  12.89557  19.05219  -0.542
O  11.38989  12.45201  18.28828  -0.375
H  13.63460  13.01368  17.93144  0.360
H  14.38659  11.54046  17.39544  0.341
H  14.29436  12.05878  19.16652  0.356
H  12.12489  10.88981  17.34439  0.250
H  12.53157  10.75757  20.25093  0.276
H  11.78118  9.45746  19.29564  0.278
C  6.91586  9.11620  21.76162  -1.265
C  7.31806  10.47715  22.34127  0.946
C  6.31170  11.24933  23.19149  -0.173
O  7.09827  11.54196  24.35216  -0.364
C  8.18888  10.80760  24.38929  0.505
O  8.93079  10.70623  25.35879  -0.595
O  8.35298  10.18000  23.17835  -0.384
H  7.46569  8.66258  20.93698  0.274
H  5.87512  9.26196  21.47227  0.215
H  6.81891  8.39105  22.56961  0.408
H  7.41121  11.20405  21.53441  0.035
H  5.48666  10.66017  23.59188  0.170
H  5.93579  12.03365  22.53451  0.292
C  5.52245  10.99867  11.46837  -1.466
C  6.02931  9.86894  12.42706  0.268
C  7.32255  10.21928  13.17226  -0.504
O  6.79823  10.14542  14.55904  -0.131
C  5.51317  9.87893  14.51854  0.609
O  4.81697  9.76679  15.52761  -0.881
O  5.05837  9.72088  13.34464  -0.293
H  6.24492  11.34543  10.72953  0.372
H  4.94855  11.79527  11.94183  0.345
H  4.72784  10.54559  10.87557  0.418
H  6.11416  8.93174  11.87701  0.308
H  7.64821  11.20631  12.84392  0.383
H  8.15087  9.56650  12.89683  0.350



[3]
The following is a DFT calculation (the ωB97M-V functional and the def2-TZVPD basis) of C23H42AuN4NbO as an isolated structure at a distorted geometry.

## Properties
- HOMO-LUMO gap (spin up / spin down) (eV) = 4.1 / 4.1
- highest occupied orbital energy (spin up / spin down) (Eh) = -0.53619 / -0.53622
- net charge = +2

Last column: Mulliken charge in e.
CARTESIAN COORDINATES (ANGSTROEM)
N  -1.72450  -0.58337  0.57889  -0.330
C  -3.56161  -2.23984  3.30101  0.082
O  -3.80044  -2.64864  4.34871  -0.206
Au  -2.71536  -1.46053  1.96361  0.353
Nb  -0.72161  0.34505  -0.57771  0.510
N  -1.43616  2.24409  -0.41976  0.855
N  -0.62878  -0.50750  -2.47958  0.463
C  -1.97668  2.95979  0.73396  0.691
C  -0.99961  -1.85274  -2.93140  1.250
C  -3.46262  2.62638  0.89821  -1.451
C  -1.83227  4.47200  0.53540  -1.505
C  -1.24173  2.53733  2.00300  -1.190
C  -2.18661  -1.76574  -3.90036  -1.726
C  0.17233  -2.52583  -3.66299  -1.633
C  -1.39121  -2.72605  -1.74379  -1.709
H  -4.03671  2.96249  0.02873  0.377
H  -3.85781  3.13634  1.78766  0.485
H  -3.59825  1.54374  1.01194  0.210
H  -0.78462  4.74179  0.35626  0.337
H  -2.17074  4.98383  1.44508  0.456
H  -2.44354  4.83192  -0.29968  0.401
H  -1.37900  1.46870  2.21973  0.178
H  -1.64283  3.11686  2.84694  0.646
H  -0.16769  2.74864  1.92919  0.054
H  -3.02341  -1.23658  -3.42970  0.355
H  -2.52348  -2.77629  -4.16528  0.465
H  -1.91500  -1.24388  -4.82484  0.408
H  0.35892  -2.07884  -4.64540  0.493
H  -0.05960  -3.58721  -3.82069  0.450
H  1.09031  -2.46368  -3.06564  0.284
H  -0.53949  -2.88597  -1.06848  0.312
H  -1.70515  -3.70848  -2.12176  0.576
H  -2.21616  -2.29677  -1.16360  0.295
C  -0.17430  0.37683  -3.55836  -1.073
H  -1.00973  0.74374  -4.18231  0.450
H  0.35089  1.25902  -3.16132  0.133
H  0.52917  -0.13732  -4.22812  0.294
C  -1.95355  2.68229  -1.71756  -1.028
H  -1.26476  3.38645  -2.21626  0.305
H  -2.10684  1.82415  -2.39280  0.177
H  -2.92875  3.17844  -1.60787  0.467
C  1.49602  -1.69436  4.83886  -1.633
C  1.57812  -1.78218  3.34252  0.398
C  1.87649  -2.99880  2.72046  -0.555
C  1.94843  -3.11465  1.32791  0.329
C  2.27127  -4.42541  0.67200  -1.447
C  1.73226  -1.97937  0.54464  -0.148
C  1.43718  -0.73760  1.14539  0.296
C  1.37525  -0.65249  2.54965  -0.610
N  1.17307  0.40646  0.32323  0.848
C  2.27393  1.36035  0.14021  1.028
C  2.65675  1.99001  1.48191  -1.513
C  3.51168  0.63087  -0.40390  -1.580
C  1.84534  2.44990  -0.83612  -1.345
H  0.97918  -2.56867  5.25178  0.419
H  2.49161  -1.66216  5.30300  0.327
H  0.95672  -0.79409  5.14929  0.379
H  2.05000  -3.88542  3.33699  0.475
H  3.28901  -4.43816  0.25796  0.331
H  2.19524  -5.24465  1.39382  0.402
H  1.58523  -4.63726  -0.15868  0.302
H  1.79705  -2.03265  -0.54954  0.623
H  1.12769  0.30789  3.01519  0.480
H  3.03523  1.23560  2.17983  0.477
H  3.45127  2.72737  1.30507  0.502
H  1.80453  2.50646  1.93963  0.124
H  3.27464  0.09993  -1.33448  0.299
H  4.29208  1.37364  -0.61709  0.475
H  3.90858  -0.08409  0.32606  0.363
H  1.75517  2.05539  -1.85865  0.190
H  0.89093  2.91232  -0.53788  0.218
H  2.61906  3.23123  -0.85212  0.584



Record-wise relative energy (zero: lowest compared OMol25 entry of this formula, charge and spin) values, in kJ/mol: 126.7; 309.8; 119.1
Record-wise calculated total energy values, in eV: -51671.323; -78857.552; -37766.054